# 1
{
  "formula": "C6H13N2O2",
  "method": "ωB97M-V with the def2-TZVPD basis set",
  "elements": ["C", "C", "C", "C", "C", "C", "N", "N", "O", "O", "H", "H", "H", "H", "H", "H", "H", "H", "H", "H", "H", "H", "H"],
  "positions_angstrom": [[3.6036, -0.1375, 0.0200], [-1.5052, -0.1085, 1.5132], [-2.5131, 0.0702, -0.8280], [-0.7956, 1.6147, -0.2667], [-0.4119, -0.8708, -0.6703], [-1.2548, 0.1462, 0.0276], [2.4578, -0.2594, -0.2417], [4.9035, -0.0336, 0.0787], [1.2668, -0.4681, 0.1135], [-0.3599, -2.1481, -0.3465], [-0.9039, 0.4373, 2.1852], [-1.3220, -1.0931, 1.9025], [-2.4701, 0.0710, 1.9361], [-3.0140, -0.8299, -0.7654], [-2.2666, 0.3614, -1.8527], [-3.2795, 0.7836, -0.5998], [-1.4362, 2.3313, 0.2668], [0.1518, 1.8040, 0.2706], [-0.7283, 1.7240, -1.3026], [-0.1898, -0.8903, -1.7496], [5.4603, -0.8490, -0.2726], [5.3677, 0.8806, 0.1868], [-0.7605, -2.5363, 0.3950]],
  "nbo_charge": [0.54, -0.63, -0.60, -0.58, 0.54, -0.17, 0.07, -0.79, -0.46, -0.62, 0.24, 0.21, 0.25, 0.22, 0.22, 0.25, 0.24, 0.22, 0.21, 0.22, 0.45, 0.45, 0.52],
  "de_lowest_kcal_mol": 130.8,
  "total_energy_ha": -495.99734,
  "molar_mass_g_mol": 145.18,
  "total_charge": 1,
  "lumo_ha": -0.111,
  "homo_energy_ha": -0.500
}

=====

# 2
{
  "formula": "C6H13N2OS",
  "method": "ωB97M-V with the def2-TZVPD basis set",
  "elements": ["C", "C", "C", "N", "O", "C", "C", "S", "C", "N", "H", "H", "H", "H", "H", "H", "H", "H", "H", "H", "H", "H", "H"],
  "positions_angstrom": [[2.8969, 0.2741, 0.4155], [1.8937, 0.5475, -0.3380], [0.4575, -0.1712, -0.2961], [0.6759, -1.7343, -0.0821], [-0.1492, 0.1981, -1.4212], [-1.6001, -0.0351, -1.5933], [-2.4540, 0.1976, -0.3943], [-1.7520, -0.8935, 0.9522], [-0.2104, 0.1615, 1.0595], [-0.6156, 1.4309, 1.3157], [3.7505, 0.9915, 0.3443], [2.9277, -0.6095, 1.0331], [1.8232, 1.3545, -1.0553], [-0.2248, -1.8936, 0.4285], [1.5465, -2.0021, 0.4620], [0.7515, -2.2263, -1.0260], [-1.7205, -0.9787, -1.9861], [-1.7315, 0.8548, -2.2557], [-2.2536, 1.2969, 0.0090], [-3.4797, -0.0853, -0.5898], [0.4059, -0.3630, 1.9264], [-0.0134, 2.0674, 0.8720], [-0.9248, 1.6178, 2.2196]],
  "nbo_charge": [-0.36, -0.22, 0.40, -0.79, -0.50, -0.09, -0.55, 0.16, -0.15, -0.84, 0.25, 0.19, 0.24, 0.42, 0.44, 0.45, 0.19, 0.23, 0.28, 0.27, 0.20, 0.39, 0.41],
  "de_lowest_kcal_mol": 61.3,
  "total_energy_ha": -819.02464,
  "molar_mass_g_mol": 161.25,
  "total_charge": 1,
  "lumo_ha": -0.111,
  "homo_energy_ha": -0.483
}

=====

# 3
{
  "formula": "C6H13N3",
  "method": "ωB97M-V with the def2-TZVPD basis set",
  "elements": ["C", "C", "N", "C", "C", "C", "C", "N", "N", "H", "H", "H", "H", "H", "H", "H", "H", "H", "H", "H", "H", "H"],
  "positions_angstrom": [[-1.5582, 2.3711, 0.3340], [-0.5430, 1.2918, -0.1137], [-1.2465, 0.0801, -0.4968], [-0.8797, -1.0703, -0.0676], [-1.7715, -2.2131, -0.4801], [0.2625, -1.3846, 0.8399], [1.5325, -0.9983, 0.6075], [2.0247, -0.3195, -0.4777], [3.1742, 0.4208, -0.2657], [-2.2616, 2.5978, -0.4730], [-1.0800, 3.3222, 0.6068], [-2.1331, 2.0519, 1.2431], [0.1875, 1.1375, 0.6905], [-0.0651, 1.7017, -1.0712], [-2.5898, -1.8284, -1.1153], [-1.2322, -3.0277, -0.9421], [-2.2264, -2.6466, 0.4373], [0.0654, -2.0928, 1.6698], [2.3020, -1.3166, 1.3101], [1.3375, 0.0900, -1.1139], [3.7763, 0.4366, -1.0596], [2.9246, 1.3965, -0.0623]],
  "nbo_charge": [-0.61, -0.26, -0.45, 0.28, -0.65, -0.41, 0.05, -0.45, -0.65, 0.21, 0.20, 0.21, 0.18, 0.18, 0.24, 0.22, 0.22, 0.23, 0.21, 0.37, 0.35, 0.34],
  "de_lowest_kcal_mol": 48.6,
  "total_energy_ha": -400.61559,
  "molar_mass_g_mol": 127.19,
  "lumo_ha": 0.032,
  "homo_energy_ha": -0.305
}

=====

# 4
{
  "formula": "C6H13N3",
  "method": "ωB97M-V with the def2-TZVPD basis set",
  "elements": ["C", "C", "C", "C", "C", "C", "H", "H", "H", "H", "H", "H", "H", "H", "H", "H", "H", "H", "H", "N", "N", "N"],
  "positions_angstrom": [[1.5843, -0.3437, -1.8068], [-0.2842, 1.2223, -1.6001], [0.0051, -0.4759, -0.0265], [0.4011, -1.9200, 0.5554], [0.7710, 0.2724, 1.1094], [-1.5506, -0.2464, 0.4782], [2.2853, -1.3746, -1.7032], [1.6630, -0.1719, -2.7756], [2.2375, 0.3477, -1.3327], [0.1921, 1.5442, -2.6271], [-1.4351, 1.0331, -1.5738], [0.0986, 2.0859, -0.6449], [0.0678, -1.9292, 1.7335], [1.3497, -2.3454, 0.2129], [-0.3257, -3.0397, 0.3656], [1.4823, 0.9815, 0.4858], [1.5370, -0.2730, 1.7317], [-0.5935, 1.2235, 2.7153], [-2.3937, -0.7914, -0.1993], [0.2287, -0.0488, -1.4656], [-0.2694, 1.0698, 1.7790], [-1.6343, 0.6443, 1.3087]],
  "nbo_charge": [-0.41, -0.40, 0.06, -0.64, -0.29, 0.04, 0.21, 0.19, 0.17, 0.21, 0.23, 0.16, 0.24, 0.23, 0.19, 0.19, 0.22, 0.40, 0.22, -0.47, -0.51, -0.25],
  "de_lowest_kcal_mol": 173.7,
  "total_energy_ha": -400.41614,
  "molar_mass_g_mol": 127.19,
  "lumo_ha": 0.032,
  "homo_energy_ha": -0.315
}

=====

# 5
{
  "formula": "C6H13N3",
  "method": "ωB97M-V with the def2-TZVPD basis set",
  "elements": ["C", "C", "C", "C", "C", "N", "N", "C", "N", "H", "H", "H", "H", "H", "H", "H", "H", "H", "H", "H", "H", "H"],
  "positions_angstrom": [[0.1565, -1.3255, 0.7574], [0.8453, -1.8867, -0.4697], [1.7014, 1.7726, 0.6656], [-1.5714, -0.7284, 0.0376], [-0.4115, 1.1372, -0.5742], [-2.7390, -1.1895, 0.5166], [0.0791, 1.6090, -1.7928], [0.3304, 1.1654, 0.5872], [-1.5246, 0.3712, -0.6306], [-2.8072, -2.1450, 0.8195], [-3.5991, -0.6860, 0.3465], [0.5388, 2.5072, -1.7567], [-0.5896, 1.5272, -2.5433], [-0.3036, -2.0978, 1.3697], [0.8838, -0.8907, 1.4413], [-0.2192, 1.1280, 1.5166], [0.2021, -2.6016, -0.9831], [1.0620, -1.0929, -1.1880], [1.7790, -2.3881, -0.2000], [2.2445, 1.3980, 1.5371], [2.2857, 1.5547, -0.2283], [1.6567, 2.8618, 0.7715]],
  "nbo_charge": [-0.39, -0.64, -0.66, 0.50, 0.32, -0.82, -0.83, -0.30, -0.58, 0.39, 0.40, 0.38, 0.39, 0.17, 0.21, 0.20, 0.20, 0.22, 0.21, 0.21, 0.21, 0.21],
  "de_lowest_kcal_mol": 66.1,
  "total_energy_ha": -400.58765,
  "molar_mass_g_mol": 127.19,
  "lumo_ha": 0.035,
  "homo_energy_ha": -0.262
}

=====

# 6
{
  "formula": "C6H13N3O5Pd",
  "method": "ωB97M-V with the def2-TZVPD basis set",
  "elements": ["Pd", "O", "C", "C", "N", "C", "C", "O", "O", "C", "C", "O", "O", "H", "H", "H", "H", "H", "H", "H", "H", "H", "N", "N", "H", "H", "H", "H"],
  "positions_angstrom": [[-0.0393, -0.1700, -0.6288], [-2.7334, 0.0213, 0.5024], [-2.3255, -0.7292, 1.6253], [-1.3036, 0.0025, 2.4854], [0.0434, -0.0240, 1.9103], [0.6871, 1.2829, 1.9465], [-0.1153, 2.3883, 1.2114], [-0.2702, 3.4564, 1.8440], [-0.5181, 2.1304, 0.0397], [0.8732, -1.0519, 2.5188], [2.1187, -1.5755, 1.7404], [3.0065, -2.0604, 2.4819], [2.0836, -1.5460, 0.4880], [-1.9155, 0.4626, 0.1331], [-3.2250, -0.9333, 2.2187], [-1.8997, -1.6940, 1.3182], [-1.6329, 1.0401, 2.5749], [-1.3063, -0.4325, 3.4976], [0.8626, 1.6171, 2.9800], [1.6516, 1.1887, 1.4400], [1.2312, -0.7314, 3.5086], [0.2543, -1.9413, 2.6763], [-0.0458, -3.4432, -0.6467], [-0.0330, -2.5797, -1.8056], [0.1617, -2.8604, 0.1572], [0.7778, -4.0222, -0.7429], [0.7396, -1.9067, -1.7052], [-0.8818, -2.0209, -1.7560]],
  "nbo_charge": [0.00, -0.76, -0.06, -0.25, -0.47, -0.34, 0.76, -0.77, -0.80, -0.34, 0.76, -0.79, -0.80, 0.49, 0.14, 0.16, 0.21, 0.16, 0.16, 0.22, 0.16, 0.19, -0.69, -0.70, 0.36, 0.33, 0.34, 0.35],
  "de_lowest_kcal_mol": 10.8,
  "total_energy_ha": -904.74689,
  "molar_mass_g_mol": 313.61,
  "total_charge": -2,
  "lumo_ha": 0.221,
  "homo_energy_ha": 0.007
}

=====

# 7
{
  "formula": "C6H13N3S",
  "method": "ωB97M-V with the def2-TZVPD basis set",
  "elements": ["C", "C", "C", "N", "S", "N", "N", "C", "C", "C", "H", "H", "H", "H", "H", "H", "H", "H", "H", "H", "H", "H", "H"],
  "positions_angstrom": [[2.7476, -0.6476, -0.7551], [1.4283, 0.0824, -0.4545], [1.5944, 1.5847, 0.0748], [0.6550, -0.6925, 0.5604], [-0.9697, -1.1370, 0.1506], [-0.9862, -1.6637, -1.2563], [-1.8345, -2.0349, 1.5111], [-1.8532, 0.3561, -0.0617], [-2.8377, 1.0966, -0.4241], [-2.4746, 1.2287, 1.0373], [2.6333, -1.6019, -1.1384], [3.2285, -0.0838, -1.4806], [3.2800, -0.6547, 0.2548], [0.9028, 0.0153, -1.4101], [2.1583, 2.1458, -0.5784], [1.9135, 1.6919, 1.1742], [0.6341, 2.0825, -0.0561], [0.7354, -0.4001, 1.5101], [-0.7402, -2.5355, -1.6375], [-1.9616, -2.9442, 1.0660], [-3.4708, 1.3592, -1.1661], [-1.7341, 2.0206, 1.2395], [-3.0484, 0.7323, 1.8400]],
  "nbo_charge": [-0.59, -0.06, -0.63, -0.83, 1.84, -1.18, -1.01, -0.28, -0.09, -0.43, 0.22, 0.20, 0.20, 0.23, 0.21, 0.21, 0.21, 0.40, 0.40, 0.34, 0.22, 0.18, 0.22],
  "de_lowest_kcal_mol": 77.9,
  "total_energy_ha": -798.58015,
  "molar_mass_g_mol": 159.26,
  "lumo_ha": 0.023,
  "homo_energy_ha": -0.314
}

=====

# 8
{
  "formula": "C6H13N4O",
  "method": "ωB97M-V with the def2-TZVPD basis set",
  "elements": ["C", "C", "C", "C", "C", "C", "N", "N", "N", "N", "O", "H", "H", "H", "H", "H", "H", "H", "H", "H", "H", "H", "H", "H"],
  "positions_angstrom": [[1.3502, 1.6917, -0.0587], [1.2084, 0.2616, 0.0595], [-0.1476, 0.0577, -0.1451], [3.6366, -0.1806, -0.0247], [2.2190, -0.8349, 0.2315], [-0.9119, -1.2820, -0.2048], [0.2016, 2.2006, -0.2966], [-0.7912, 1.2749, -0.2542], [-2.1701, -1.2189, -0.6749], [-3.4980, 1.3317, 0.5011], [-0.4225, -2.4260, 0.1914], [2.2876, 2.2587, -0.0027], [3.9442, 0.0590, -1.0475], [4.3181, -0.9477, 0.3588], [3.6374, 0.6900, 0.5569], [2.2149, -1.1636, 1.2342], [2.0411, -1.5789, -0.4210], [-1.7616, 1.5116, -0.4639], [-2.8059, -2.0184, -0.6165], [-2.3919, -0.3979, -1.1141], [-4.1014, 0.5564, 0.3377], [-4.0287, 2.2255, 0.6690], [-3.1175, 1.1257, 1.3735], [-0.9108, -3.1961, -0.1887]],
  "nbo_charge": [-0.05, 0.02, -0.02, -0.59, -0.42, 0.71, -0.17, -0.36, -0.73, -1.10, -0.58, 0.24, 0.22, 0.22, 0.20, 0.23, 0.21, 0.46, 0.43, 0.43, 0.36, 0.40, 0.37, 0.52],
  "de_lowest_kcal_mol": 33.5,
  "total_energy_ha": -530.40915,
  "molar_mass_g_mol": 157.20,
  "total_charge": 1,
  "lumo_ha": -0.164,
  "homo_energy_ha": -0.484
}

=====

# 9
{
  "formula": "C6H13NO",
  "method": "ωB97M-V with the def2-TZVPD basis set",
  "elements": ["C", "N", "C", "C", "C", "C", "C", "O", "H", "H", "H", "H", "H", "H", "H", "H", "H", "H", "H", "H", "H"],
  "positions_angstrom": [[2.8523, -0.9102, -0.4848], [2.0199, -0.0577, 0.3838], [0.5895, -0.4285, 0.3480], [-0.2326, 0.4601, -0.5577], [-1.6559, 0.0656, -0.8685], [-2.6713, 0.8117, 0.0938], [0.0477, -0.4346, 1.8361], [-0.9111, -1.1109, 2.1564], [3.0242, -1.9350, -0.0018], [3.8427, -0.2851, -0.7763], [2.3792, -1.0129, -1.5394], [2.3532, 0.9469, 0.1918], [0.4723, -1.4954, 0.0613], [-0.3459, 1.3249, 0.0230], [0.2716, 0.8422, -1.5274], [-1.9514, 0.5825, -1.7937], [-1.9018, -0.9826, -0.8740], [-3.2859, 0.2996, 0.8048], [-3.3319, 1.4408, -0.6130], [-2.1492, 1.5945, 0.6613], [0.5845, 0.2841, 2.4763]],
  "nbo_charge": [-0.40, -0.65, -0.16, -0.49, -0.41, -0.60, 0.07, -0.76, 0.19, 0.16, 0.15, 0.35, 0.17, 0.19, 0.16, 0.18, 0.21, 0.21, 0.16, 0.20, 0.06],
  "multiplicity": 2,
  "de_lowest_kcal_mol": 54.2,
  "total_energy_ha": -366.28700,
  "molar_mass_g_mol": 115.18,
  "total_charge": -1,
  "lumo_ha": [0.148, 0.142],
  "homo_energy_ha": [0.033, -0.118]
}

=====

# 10
{
  "formula": "C6H13NO",
  "method": "ωB97M-V with the def2-TZVPD basis set",
  "elements": ["C", "C", "C", "C", "C", "N", "C", "H", "H", "H", "H", "H", "H", "H", "H", "H", "H", "H", "H", "H", "O"],
  "positions_angstrom": [[1.3934, -2.0648, -0.2318], [-0.0964, -2.1952, -0.4537], [-0.6635, -1.0141, -1.3548], [-1.0486, 0.1627, -0.4933], [-0.4590, 1.3783, -0.6307], [-0.5312, 2.3149, 0.3561], [-1.5133, 2.7893, 0.9734], [1.7955, -2.7786, 0.5354], [1.9120, -2.5581, -1.0431], [1.7866, -1.0811, 0.0865], [-0.3753, -3.0814, -1.0356], [-0.5513, -2.3567, 0.5707], [0.0178, -0.6735, -2.2388], [-1.5679, -1.2228, -1.9390], [-1.8388, -0.2337, 0.0300], [0.2747, 1.6436, -1.5441], [-2.4690, 2.8732, 0.4767], [-1.2960, 3.3694, 1.9862], [1.1737, 1.4907, 2.5449], [1.9995, 1.7486, 1.2785], [2.0573, 1.4892, 2.1266]],
  "nbo_charge": [-0.62, -0.42, -0.41, -0.43, -0.01, -0.61, -0.41, 0.19, 0.19, 0.23, 0.18, 0.20, 0.18, 0.18, 0.19, 0.15, 0.12, 0.12, 0.48, 0.48, -0.97],
  "multiplicity": 2,
  "de_lowest_kcal_mol": 68.6,
  "total_energy_ha": -366.26409,
  "molar_mass_g_mol": 115.18,
  "total_charge": -1,
  "lumo_ha": [0.148, 0.145],
  "homo_energy_ha": [0.013, -0.103]
}